Record 1
The following is a quantum chemistry calculation of a structure of composition C15H32As2MnN2O5, from the OMol25 dataset.

Properties
Net charge: 0
LUMO energy (alpha / beta) in Ha: -0.0038 / -0.0127
Multiplicity: 6
Expectation value of S²: 8.80
HOMO energy (alpha / beta) in hartree: -0.2322 / -0.3000

XYZ file:
```
57
C15H32As2MnN2O5, DFT wB97M-V/def2-TZVPD
O -0.4804 3.8249 -0.3051
H -0.5639 4.8163 -0.2927
Mn 0.5324 0.3064 -0.8960
N -0.6450 -0.1528 -2.5324
N 1.5446 -1.1966 -1.8803
O -1.8289 0.3760 -2.8180
O 2.7283 -1.8696 -1.5333
C -0.1698 -1.0565 -3.4171
C 1.0618 -1.6347 -3.0473
C -0.8681 -1.4214 -4.6618
C 1.8360 -2.6194 -3.8074
H -1.6720 -0.7219 -4.9205
H -1.2988 -2.4332 -4.5870
H -0.1479 -1.4516 -5.4930
H 2.5218 -3.1636 -3.1536
H 2.4423 -2.1104 -4.5733
H 1.1771 -3.3285 -4.3148
H -1.7736 1.4344 -2.3816
H 3.0124 -1.5442 -0.6504
O -0.8179 -2.5832 -0.0119
H -1.7550 -2.7388 -0.2576
H -0.3593 -3.1492 -0.6645
C 1.4723 1.9420 -1.4005
H 0.9541 2.8656 -1.0756
H 1.5063 1.8740 -2.5009
H 2.4792 1.8636 -0.9658
O -1.6881 2.6410 -2.0148
H -1.1452 3.1829 -1.1388
H -1.5269 3.1837 -2.7930
C 2.5006 -1.9440 2.1624
As 1.3968 -0.4863 1.4107
C 2.6856 0.9005 1.9467
C -0.0976 -0.6234 2.7406
C -0.1020 -1.5023 3.8200
C -1.3162 -1.8104 4.4534
C -2.5079 -1.2401 4.0263
C -2.5168 -0.3254 2.9571
C -1.3001 -0.0048 2.3640
As -1.1667 1.3123 0.8560
C -3.0252 1.9338 0.9622
C -0.2621 2.7046 1.9034
H 3.4184 -2.0285 1.5598
H 1.9164 -2.8746 2.1243
H 2.7458 -1.6797 3.2067
H 2.3187 1.8922 1.6935
H 2.8663 0.7980 3.0212
H 3.6010 0.6948 1.3770
H 0.8224 -1.9716 4.1419
H -1.3174 -2.4984 5.2920
H -3.4570 -1.4933 4.4907
H -3.4485 0.1294 2.5966
H -3.2205 2.2743 1.9863
H -3.1245 2.7466 0.2343
H -3.6663 1.0867 0.6946
H -0.6615 3.6118 1.4246
H -0.4105 2.5925 2.9858
H 0.8009 2.6701 1.6570
```


Record 2
The following is a quantum chemistry calculation of a cluster of 10 separate species, C26H76N4O10 in total, from the OMol25 dataset.

Properties
Net charge: -1
LUMO energy (alpha / beta) in Ha: 0.0854 / 0.0852
Multiplicity: 2
Expectation value of S²: 0.75
HOMO energy (alpha / beta) in hartree: 0.0316 / -0.2543

XYZ file:
```
116
C26H76N4O10, DFT wB97M-V/def2-TZVPD
C -2.7353 -0.1389 -0.9328
C -1.5018 0.6463 -0.6822
C -1.5673 1.4722 0.6416
O -0.5043 -0.3240 -0.4743
H -3.6103 0.5103 -0.9637
H -2.9526 -0.8388 -0.1260
H -2.5938 -0.6985 -1.8574
H -1.3494 1.3078 -1.5350
H -0.6071 1.9193 0.8991
H -1.8894 0.7984 1.4356
H -2.2978 2.2649 0.4805
H -0.8711 -0.8945 0.2052
C 2.5220 -4.4021 0.6349
C 3.4245 -3.1520 0.8609
C 2.6081 -1.9012 1.3425
O 4.4416 -3.4836 1.8091
H 1.9700 -4.5960 1.5546
H 3.0612 -5.2789 0.2764
H 1.7619 -4.1487 -0.1041
H 3.9090 -2.8327 -0.0618
H 2.1612 -2.1352 2.3088
H 1.7927 -1.6703 0.6570
H 3.2245 -1.0022 1.3491
H 4.9832 -2.7106 1.9845
C -0.5335 4.2897 -1.2818
C -1.2038 4.8902 -2.5346
C -0.1578 5.4918 -3.5000
O -0.7524 6.2488 -4.5385
C 0.1503 6.6907 -5.5008
N -1.8499 3.7966 -3.2709
H 0.0657 3.4118 -1.5232
H -1.2393 3.9334 -0.5315
H 0.1399 4.9949 -0.7947
H -1.9144 5.6591 -2.2315
H 0.4208 4.6630 -3.9080
H 0.5439 6.1351 -2.9693
H 0.9042 7.3524 -5.0741
H -0.4229 7.3088 -6.1918
H 0.5904 5.8576 -6.0488
H -1.1511 3.0889 -3.4466
H -2.0871 4.0661 -4.2149
C 4.2070 -0.9226 4.9296
C 4.2983 0.5588 5.1337
C 2.8978 1.1362 5.3221
O 1.9002 0.9862 4.2914
C 2.1668 1.6582 3.0611
N 5.0888 0.8007 6.3367
H 3.4807 -1.1194 4.1410
H 3.9423 -1.4682 5.8353
H 5.1535 -1.3436 4.5903
H 4.7638 1.0830 4.2990
H 3.1589 2.1622 5.5817
H 2.4984 0.7174 6.2458
H 3.1737 1.3296 2.8036
H 2.1198 2.7264 3.2728
H 1.4494 1.4651 2.2636
H 5.7323 0.0226 6.3134
H 4.5915 0.5372 7.1754
C 3.1432 0.1657 -4.4813
C 2.5549 0.2922 -3.0571
C 2.7843 1.6678 -2.3944
O 4.1558 2.1516 -2.4720
C 5.1871 1.4919 -1.7432
N 1.1150 0.0317 -3.1072
H 2.5116 0.8069 -5.0961
H 3.1460 -0.8648 -4.8365
H 4.1830 0.4813 -4.5674
H 3.0010 -0.4561 -2.4020
H 2.4519 1.7192 -1.3576
H 2.2029 2.4578 -2.8697
H 4.9485 1.3674 -0.6870
H 6.1420 1.9917 -1.9060
H 5.2073 0.4811 -2.1507
H 0.9080 -0.9352 -3.3132
H 0.7826 0.0435 -2.1536
C -0.6020 -4.3926 2.4565
C -1.0076 -3.6157 1.1245
C -2.3349 -4.0802 0.5257
O -2.1197 -5.0434 -0.4856
C -3.2962 -5.6794 -0.9470
N -1.1102 -2.2582 1.4377
H -1.4058 -4.4968 3.1853
H 0.2861 -4.0540 2.9901
H -0.4102 -5.4114 2.1197
H -0.2330 -3.6723 0.3597
H -2.8190 -3.2578 -0.0010
H -3.0208 -4.3583 1.3259
H -3.0401 -6.3733 -1.7477
H -4.0390 -5.0528 -1.4408
H -3.6545 -6.3807 -0.1935
H -2.0212 -2.1066 1.8467
H -0.4532 -1.9449 2.1379
C -0.6236 -3.0127 -2.6742
O -0.2572 -2.5874 -3.9410
H -0.3338 -4.0332 -2.4235
H -0.1406 -2.3570 -1.9498
H -1.6929 -3.0375 -2.4641
H -0.8505 -3.0748 -4.5172
C -5.2581 1.6654 1.8258
O -5.3535 0.3229 2.3230
H -5.2881 1.7669 0.7410
H -6.0621 2.2755 2.2376
H -4.3006 2.0721 2.1514
H -6.2767 0.2421 2.5735
C -4.9917 2.5039 -2.6403
O -4.2312 3.3012 -1.8129
H -5.8919 2.1792 -2.1184
H -5.2272 3.0693 -3.5419
H -4.4246 1.6399 -2.9866
H -3.4510 3.4948 -2.3377
C -3.9327 -2.5905 3.9052
O -4.0586 -2.2819 2.5730
H -4.8043 -2.1047 4.3437
H -3.9094 -3.6656 4.0836
H -3.0775 -2.0827 4.3511
H -4.2115 -1.3407 2.4621
```


Record 3
The following is a quantum chemistry calculation of the ion C6H12NO2 with charge +1, from the OMol25 dataset.

Properties
Energy relative to the best compared isomer or geometry (same formula, charge and spin) in eV: 2.446
Net charge: +1
LUMO energy (alpha / beta) in Ha: -0.1256 / -0.2288
Multiplicity: 3
Expectation value of S²: 2.01
HOMO energy (alpha / beta) in hartree: -0.3474 / -0.4801

XYZ file:
```
21
C6H12NO2, DFT wB97M-V/def2-TZVPD
C -2.2709 -0.1656 0.0524
C -1.6550 -0.9740 -0.8446
C -1.4898 0.5089 1.0453
C 0.5573 -0.0744 -0.8151
C 1.5586 -1.0771 1.3167
C 1.4680 -0.0196 0.1583
N 0.3184 1.0929 -1.7755
O -0.3188 -1.1121 -1.0411
O 2.4152 1.0379 0.1161
H -3.3145 -0.2439 -0.1375
H -2.1907 -1.6895 -1.5446
H -1.0535 -0.1664 1.7634
H -2.1702 1.1010 1.5879
H 2.5731 -1.1878 1.6340
H 1.2929 -2.1434 1.1736
H 0.8683 -0.7206 2.0008
H -0.6654 1.1312 0.6657
H -0.0826 0.7205 -2.6782
H 1.2257 1.5468 -1.9467
H -0.2399 1.7734 -1.2700
H 3.1737 0.6618 0.5391
```


Max |F| across the listed records, respectively: 3.81; 3.12; 10.56 eV/Å.